44
Properties=species:S:1:pos:R:3:forces:R:3 method="wB97M-V/def2-TZVPD" e_above_lowest_kcal_mol=0.0 homo_energy_ha="-0.0780 / -0.1624" max_force_ha_per_bohr=0.017 spin_multiplicity=5 orbital_gap_ev="4.4 / 6.7" charge=-1 s2=6.12
Cr 0.097 -0.092 -0.252 0.84 -0.14 -0.11
C -1.788 -1.527 2.079 -0.09 -0.07 0.04
C -2.610 -0.921 0.988 0.03 -0.09 0.23
C -4.022 -0.981 1.110 0.06 -0.09 0.15
C -4.819 -0.413 0.178 -0.06 0.02 -0.07
C -4.233 0.255 -0.916 0.06 0.03 -0.06
C -5.023 0.887 -1.904 -0.03 -0.04 0.06
C -4.415 1.541 -2.935 0.12 0.03 -0.05
C -3.012 1.588 -3.011 -0.14 0.01 -0.04
C -2.205 0.981 -2.072 0.05 -0.05 0.08
S -0.472 1.071 -2.210 -0.06 -0.06 -0.03
C -2.822 0.284 -0.988 -0.03 0.04 -0.14
N -2.027 -0.331 -0.038 -0.32 0.13 -0.12
H -2.440 -1.934 2.852 0.00 0.01 0.00
H -1.130 -0.775 2.515 -0.04 0.01 -0.03
H -1.136 -2.313 1.704 -0.04 0.00 0.00
H -4.442 -1.487 1.969 0.03 -0.01 0.01
H -5.900 -0.455 0.262 0.01 0.01 -0.01
H -6.103 0.843 -1.817 0.04 0.00 0.00
H -5.012 2.031 -3.695 0.04 0.00 0.00
H -2.528 2.115 -3.824 -0.04 0.01 -0.01
Cl 6.624 -1.678 1.188 -0.04 0.00 0.00
C 4.872 -1.611 1.123 -0.02 -0.03 0.03
C 4.154 -2.360 2.033 0.05 0.03 -0.02
C 2.764 -2.318 2.008 -0.14 -0.05 0.05
I 1.644 -3.434 3.376 0.06 0.03 -0.04
C 2.076 -1.538 1.080 -0.07 0.05 -0.05
O 0.758 -1.444 1.002 0.10 0.05 -0.13
C 2.839 -0.793 0.159 -0.08 0.11 -0.12
N 2.080 -0.053 -0.734 -0.13 -0.03 -0.10
C 2.755 0.707 -1.656 -0.09 -0.08 0.16
C 4.121 0.747 -1.714 0.14 -0.07 0.08
C 4.913 0.002 -0.822 -0.08 -0.02 0.03
C 4.251 -0.800 0.153 0.07 0.11 -0.13
H 4.676 -2.968 2.758 -0.02 0.00 0.00
H 2.150 1.281 -2.346 -0.01 -0.03 0.02
H 4.589 1.363 -2.473 0.00 -0.01 0.01
H 5.991 0.028 -0.866 -0.03 0.00 0.01
C 1.145 2.653 0.780 0.05 0.02 -0.03
C 0.149 1.530 0.951 -0.33 0.10 0.34
O -0.679 1.573 1.842 0.10 0.08 -0.02
H 0.980 3.423 1.536 0.00 -0.01 -0.01
H 1.032 3.068 -0.224 0.03 -0.01 0.00
H 2.159 2.255 0.851 0.01 0.00 -0.01

***

45
Properties=species:S:1:pos:R:3:forces:R:3 method="wB97M-V/def2-TZVPD" e_above_lowest_kcal_mol=0.0 homo_energy_ha=-0.2775 max_force_ha_per_bohr=0.012 spin_multiplicity=1 orbital_gap_ev=7.7 charge=0
Pd -0.043 0.074 -0.309 -0.29 -0.15 -0.55
O 1.853 0.035 -0.977 0.08 -0.01 -0.06
C 2.763 0.938 -0.739 0.02 0.01 -0.07
C 4.118 0.551 -0.867 -0.01 0.02 -0.05
C 5.149 1.437 -0.677 0.01 -0.02 0.02
C 4.888 2.770 -0.350 -0.01 0.01 -0.01
C 3.579 3.168 -0.213 0.00 0.00 0.01
C 2.505 2.283 -0.388 0.01 -0.02 0.07
C 1.142 2.766 -0.230 -0.03 -0.03 -0.13
N 0.011 2.073 -0.320 0.05 0.26 0.41
C -1.036 2.950 -0.112 0.01 0.01 -0.14
C -0.537 4.188 0.098 0.00 0.02 -0.04
N 0.831 4.057 0.021 0.00 0.01 -0.01
H 4.312 -0.481 -1.132 0.00 0.00 -0.01
H 6.171 1.095 -0.780 0.00 0.01 -0.01
H 5.694 3.476 -0.210 0.00 0.00 0.01
H 3.391 4.206 0.034 0.01 -0.01 0.04
H -2.056 2.619 -0.132 0.00 0.00 0.04
H -1.016 5.131 0.285 0.00 0.00 0.01
H 1.499 4.796 0.141 0.00 0.01 -0.03
S -2.153 0.068 0.715 0.09 0.00 0.22
C -1.389 0.031 2.283 0.17 0.00 -0.36
N -0.098 0.001 2.409 0.04 0.00 0.39
C 0.273 -0.005 3.744 -0.12 0.00 0.04
C 1.585 -0.021 4.214 -0.01 0.00 0.00
C 1.805 -0.024 5.578 0.00 0.00 0.01
C 0.737 -0.012 6.480 0.00 0.00 0.00
C -0.571 0.007 6.030 0.00 0.00 0.00
C -0.791 0.013 4.657 0.00 0.00 0.00
S -2.292 0.047 3.780 -0.07 0.00 0.04
H 2.403 -0.024 3.506 0.00 -0.01 0.00
H 2.819 -0.035 5.957 0.00 0.00 0.00
H 0.934 -0.017 7.544 0.00 0.00 0.00
H -1.397 0.021 6.728 0.00 0.00 0.00
I -2.791 -5.242 0.086 -0.02 -0.02 0.00
C -1.032 -4.149 -0.084 0.02 0.03 -0.04
C 0.205 -4.766 -0.019 -0.01 -0.02 0.00
C 1.332 -3.975 -0.152 0.01 0.00 -0.03
C 1.190 -2.611 -0.325 -0.02 0.02 0.00
N -0.009 -2.017 -0.372 0.05 -0.11 0.33
C -1.104 -2.778 -0.260 0.01 0.00 -0.17
H 0.285 -5.834 0.130 0.00 0.00 0.00
H 2.322 -4.407 -0.117 0.00 0.00 0.01
H 2.035 -1.948 -0.436 0.01 0.00 0.02
H -2.053 -2.268 -0.308 -0.01 0.00 0.05

***

42
Properties=species:S:1:pos:R:3:forces:R:3 method="wB97M-V/def2-TZVPD" e_above_lowest_kcal_mol=38.9 homo_energy_ha="-0.6363 / -0.6379" max_force_ha_per_bohr=0.021 spin_multiplicity=2 orbital_gap_ev="4.4 / 4.1" charge=+3 s2=1.16
Ir -0.777 -0.055 -0.715 -0.45 0.80 -0.60
C -2.266 2.989 1.944 0.03 0.00 -0.10
C -2.161 1.814 1.193 -0.14 0.07 0.06
N -1.220 1.669 0.273 0.46 -0.60 -0.09
C -0.354 2.686 0.042 -0.32 0.25 0.35
C -0.394 3.892 0.728 -0.06 0.23 0.11
C -1.382 4.021 1.723 -0.06 0.01 0.05
C 0.556 4.912 0.372 0.00 -0.06 0.00
C 1.469 4.696 -0.603 -0.01 -0.06 0.01
C 1.510 3.442 -1.306 0.15 0.18 -0.11
C 2.417 3.122 -2.335 0.05 -0.02 -0.07
C 2.331 1.901 -2.966 -0.09 0.03 0.03
C 1.356 0.981 -2.565 0.06 0.02 -0.16
N 0.516 1.259 -1.581 -0.18 -0.44 0.59
C 0.587 2.464 -0.964 0.37 0.09 -0.39
H -3.046 3.066 2.687 0.00 0.01 -0.01
H -2.858 0.996 1.327 0.06 -0.06 0.05
H -1.444 4.932 2.306 -0.03 0.00 -0.01
H 0.523 5.861 0.891 -0.01 -0.01 0.02
H 2.176 5.470 -0.874 0.02 -0.02 -0.01
H 3.175 3.839 -2.628 -0.01 0.00 -0.03
H 2.999 1.636 -3.772 0.00 0.01 0.00
H 1.248 0.025 -3.060 0.04 -0.05 0.07
O 0.594 -1.034 0.785 0.01 -0.03 0.02
C 0.748 -2.180 1.182 0.17 0.03 0.15
C 1.781 -2.423 2.203 -0.01 -0.10 0.01
C 2.004 -3.662 2.686 0.04 0.04 0.03
C 1.225 -4.754 2.199 -0.13 0.07 -0.14
C 0.232 -4.593 1.234 0.13 -0.15 0.15
C -0.061 -3.351 0.685 -0.07 -0.02 -0.06
C -1.072 -3.201 -0.294 0.02 0.07 0.00
N -1.483 -2.065 -0.931 0.02 -0.29 0.08
C -2.467 -2.403 -1.777 0.04 0.03 0.03
C -2.697 -3.783 -1.687 -0.02 -0.02 -0.01
N -1.834 -4.237 -0.779 0.00 0.04 -0.01
H 2.343 -1.561 2.538 -0.04 0.05 -0.05
H 2.765 -3.832 3.436 -0.01 -0.06 0.00
H 1.410 -5.748 2.592 0.00 0.00 0.00
H -0.304 -5.481 0.929 0.01 -0.02 0.02
H -2.971 -1.686 -2.407 0.00 0.00 0.00
H -3.403 -4.413 -2.208 0.01 -0.01 0.01
H -1.769 -5.210 -0.502 -0.01 0.01 -0.01

***

51
Properties=species:S:1:pos:R:3:forces:R:3 method="wB97M-V/def2-TZVPD" e_above_lowest_kcal_mol=4.8 homo_energy_ha="-0.0380 / -0.1008" max_force_ha_per_bohr=0.084 spin_multiplicity=3 orbital_gap_ev="4.0 / 4.6" charge=-2 s2=2.02
Au 0.091 -1.734 2.740 0.18 -0.07 -0.57
S 3.092 -5.391 2.696 0.64 0.10 -0.08
Sb 0.957 -4.799 2.117 -1.42 -0.60 -0.48
S 1.104 -2.756 0.908 0.78 -0.88 -0.51
S -0.144 -3.918 3.976 0.06 -0.05 -0.05
S -0.230 -6.273 0.833 0.40 0.05 0.31
O -0.167 1.091 5.686 -0.03 -0.03 0.55
C -0.143 0.449 4.663 0.14 0.66 -2.99
O -0.540 -0.761 4.447 -0.27 1.09 1.65
C 0.451 1.231 3.271 0.86 0.13 4.25
P 0.221 0.449 1.687 -0.20 -1.07 -0.10
C -1.294 1.371 1.276 -0.54 -0.32 0.78
C -2.264 1.325 2.293 0.32 0.39 -1.02
C -3.379 2.167 2.248 0.19 -1.21 0.82
C -3.664 2.921 1.146 1.70 0.36 -1.43
C -2.709 2.907 0.071 -1.99 0.49 0.97
C -1.587 2.124 0.161 1.54 0.67 -2.38
C 1.773 1.103 1.046 0.93 0.44 -1.08
C 1.786 2.442 0.719 2.06 0.20 -0.34
C 2.970 3.066 0.225 -0.55 -0.16 0.10
C 4.059 2.271 -0.003 1.69 -0.75 -0.49
C 4.057 0.862 0.273 1.56 1.87 -2.01
C 2.940 0.322 0.778 -1.79 -0.92 1.62
H 1.540 1.283 3.580 -0.88 -0.25 -0.66
H 0.137 2.272 3.329 -0.22 0.09 0.10
H -2.150 0.562 3.041 0.01 0.20 0.64
H -4.015 2.161 3.126 -0.29 -0.01 -0.16
H -4.551 3.522 1.128 -0.23 0.33 -0.19
H -2.879 3.534 -0.812 0.03 -0.37 0.28
H -0.910 2.155 -0.766 -0.73 -0.24 1.71
H 0.941 3.044 0.859 -1.21 0.69 0.25
H 3.040 4.147 -0.015 -0.32 -0.80 0.27
H 4.998 2.696 -0.430 -0.85 -0.21 0.34
H 4.904 0.254 -0.156 -0.87 0.56 1.08
H 2.958 -0.717 1.090 -0.31 -0.06 -0.35
O 0.284 -0.221 -0.308 -0.54 -0.55 -2.43
C -0.744 -0.683 -0.960 -0.40 0.62 1.32
O -1.826 -0.876 -0.420 -0.34 -0.34 -0.67
C -0.598 -0.998 -2.459 -0.03 -0.97 -0.54
C 0.672 -0.936 -3.016 -0.12 -0.01 -0.69
C 0.967 -1.524 -4.245 1.39 -0.42 -1.31
C -0.034 -2.020 -5.056 -0.74 -1.13 -0.63
C -1.352 -2.030 -4.595 1.82 0.89 2.27
C -1.611 -1.579 -3.252 0.19 0.16 -1.50
N -2.380 -2.622 -5.388 -3.07 -0.03 0.23
O -2.110 -3.241 -6.435 -0.66 1.15 1.89
O -3.558 -2.440 -4.913 2.78 -0.97 -2.04
H 1.384 -0.345 -2.495 0.86 -0.12 0.66
H 2.013 -1.712 -4.673 -1.41 0.91 1.06
H 0.143 -2.523 -6.028 0.16 0.55 0.75
H -2.643 -1.630 -2.989 -0.30 -0.06 0.83

***

52
Properties=species:S:1:pos:R:3:forces:R:3 method="wB97M-V/def2-TZVPD" e_above_lowest_kcal_mol=3.8 homo_energy_ha=-0.3074 max_force_ha_per_bohr=0.015 spin_multiplicity=1 orbital_gap_ev=7.5 charge=0
Ga -1.351 -1.764 0.814 -0.06 -0.23 0.30
N 1.385 -1.222 -1.670 0.16 0.30 -0.65
N 1.198 0.165 -1.843 0.20 -0.03 0.08
C 0.079 0.815 -1.602 -0.10 0.21 0.04
N -0.025 2.100 -1.971 -0.06 -0.16 0.04
N -0.886 0.072 -1.022 -0.14 -0.27 -0.04
N -1.964 0.634 -0.507 -0.01 0.38 0.65
O -2.276 1.818 -0.592 0.16 -0.54 -0.29
O -2.653 -0.162 0.188 0.14 0.31 -0.15
H 0.647 -1.591 -1.073 0.14 0.13 0.11
H 2.257 -1.350 -1.172 0.03 0.01 0.21
H 1.907 0.618 -2.390 0.08 0.02 -0.18
H 0.770 2.597 -2.331 0.01 0.02 0.05
H -0.841 2.596 -1.655 -0.11 0.12 0.02
Cl -1.659 -6.564 -4.182 0.00 0.00 -0.01
C -1.149 -5.453 -2.949 0.08 -0.04 -0.01
C 0.141 -5.477 -2.505 -0.05 -0.05 -0.07
C 0.575 -4.595 -1.497 0.14 0.25 0.27
I 2.560 -4.613 -0.853 -0.13 -0.09 -0.08
C -0.281 -3.685 -0.916 -0.07 -0.39 -0.13
O 0.052 -2.832 0.029 -0.23 -0.15 0.21
C -1.620 -3.657 -1.410 0.01 -0.02 -0.06
N -2.411 -2.721 -0.839 -0.03 0.01 -0.01
C -3.671 -2.628 -1.195 0.12 0.00 0.03
C -4.221 -3.460 -2.183 -0.05 -0.02 -0.04
C -3.431 -4.397 -2.793 0.00 -0.02 -0.03
C -2.078 -4.529 -2.414 -0.07 0.11 0.08
H 0.837 -6.186 -2.932 0.00 0.02 0.01
H -4.266 -1.879 -0.688 0.00 0.00 -0.01
H -5.263 -3.350 -2.451 0.03 0.00 0.01
H -3.831 -5.041 -3.565 0.01 0.00 0.04
C 3.280 5.616 1.005 0.00 0.09 0.02
C 3.371 6.454 2.257 0.06 -0.06 -0.04
O 3.913 7.525 2.304 -0.07 -0.05 0.00
S 2.671 5.815 3.781 -0.02 0.02 0.01
C 1.969 4.245 3.324 0.04 0.15 0.01
C 0.641 4.168 2.913 -0.03 -0.11 -0.02
C 0.096 2.945 2.557 0.08 0.02 0.04
C 0.869 1.778 2.615 -0.13 0.09 -0.08
C 2.189 1.863 3.061 0.06 -0.02 0.03
C 2.733 3.088 3.416 -0.04 -0.10 -0.03
C 0.291 0.535 2.188 0.18 -0.01 0.16
C -0.207 -0.504 1.814 -0.32 0.15 -0.49
H 2.265 5.254 0.848 0.00 -0.04 0.00
H 3.938 4.751 1.104 -0.05 -0.02 0.01
H 3.601 6.225 0.163 0.02 0.00 0.05
H 0.037 5.066 2.874 0.03 -0.02 0.00
H -0.936 2.881 2.236 0.02 -0.01 -0.01
H 2.784 0.962 3.133 -0.02 0.01 -0.02
H 3.756 3.152 3.765 -0.02 -0.01 -0.01
N -3.238 -3.351 2.749 0.08 0.13 -0.13
C -2.550 -2.731 2.061 -0.06 -0.13 0.12

***

49
Properties=species:S:1:pos:R:3:forces:R:3 method="wB97M-V/def2-TZVPD" e_above_lowest_kcal_mol=0.0 homo_energy_ha=-0.3237 max_force_ha_per_bohr=0.069 spin_multiplicity=1 orbital_gap_ev=8.6 smiles="O=C(NCc1c(F)cc(F)cc1F)c1cn2c(c(O)c1=O)C(=O)N1[C@@H](C2)[C@H]2C[C@@H]1C(F)(F)C2" charge=0
O 2.054 -1.272 -0.472 0.48 -0.57 -0.79
O -0.305 -1.612 2.963 0.15 0.38 -1.21
O 2.458 3.880 -0.848 0.05 -0.94 -0.73
F 1.836 -8.779 -0.485 0.11 0.16 0.05
F 3.619 -5.063 1.897 -1.02 -0.60 -0.46
F -1.095 -5.440 1.037 0.75 0.18 0.11
F 0.011 8.184 -0.945 0.00 -1.17 -0.24
F -0.255 6.638 -2.538 -0.26 0.16 1.84
O 2.775 1.125 -1.436 -1.14 1.02 0.49
C 1.402 -0.316 -0.072 -0.20 0.12 1.75
C 0.289 -1.635 1.875 0.35 -2.77 2.22
C 1.311 3.518 -0.640 1.59 2.12 1.28
C 1.727 1.018 -0.586 -0.16 1.27 -0.04
C 0.485 -0.410 1.091 0.39 1.51 -1.48
C -0.155 0.734 1.500 0.29 1.38 -2.02
C 1.009 2.133 -0.181 -0.71 -1.82 -0.04
C 2.747 -6.922 0.675 0.65 -0.81 -0.45
C 0.390 -7.057 0.218 -0.78 -0.86 -0.23
C 1.665 -7.597 0.118 -0.60 1.55 0.78
C 2.560 -5.727 1.349 -0.77 -0.53 -0.37
C 0.176 -5.862 0.897 0.94 -1.56 -0.45
C 1.256 -5.230 1.489 0.36 1.26 0.64
N 0.879 -2.837 1.445 -0.53 2.42 -0.64
N -0.033 1.940 0.764 0.39 -0.91 0.99
N 0.372 4.504 -0.484 -0.80 -0.49 -1.07
C 0.988 -4.010 2.304 0.46 0.90 1.03
C -1.630 6.535 -0.495 -0.74 0.14 0.43
C -0.311 6.837 -1.147 1.22 0.20 -1.07
C 0.147 6.143 1.071 -0.26 -0.36 -0.60
C -0.702 3.165 1.267 -1.25 -0.84 -0.46
C -1.264 5.625 0.713 0.21 0.07 -0.13
C 0.678 5.947 -0.357 0.71 -0.27 0.91
C -0.898 4.204 0.159 -0.52 0.27 0.29
H 3.155 0.268 -1.586 0.11 -1.16 0.05
H -0.825 0.720 2.352 0.03 0.15 -0.14
H 3.694 -7.423 0.540 0.34 0.36 0.23
H -0.462 -7.651 -0.124 0.24 0.34 -0.09
H 1.585 -2.648 0.714 -0.46 -0.62 0.33
H 1.783 -3.801 3.056 -0.29 -0.48 -0.47
H 0.092 -4.204 2.908 -0.03 0.58 -0.45
H -2.131 7.476 -0.211 0.28 -0.43 0.05
H -2.264 6.033 -1.196 -0.50 -0.35 -0.44
H 0.210 7.180 1.329 -0.21 0.56 0.53
H 0.680 5.499 1.775 0.00 0.35 -0.04
H -0.146 3.563 2.090 0.43 0.37 0.52
H -1.707 2.871 1.636 0.61 0.09 -0.14
H -2.004 5.643 1.513 0.00 -0.18 -0.11
H 1.734 6.205 -0.441 -0.18 -0.35 -0.54
H -1.649 3.839 -0.571 0.29 0.17 0.35